Entry 1:
This record from OMol25 describes a single C3H5N3S molecule in a non-equilibrium geometry. The level of theory is the ωB97M-V functional and the def2-TZVPD basis.

Summary:
LUMO (eV): 0.811
E_tot (hartree): -679.7126
ΔE to the lowest compared entry with this formula, charge and spin (kcal per mole): 45.6
Frontier orbital gap (eV): 9.0
SMILES: Nc1n[nH]cc1S
HOMO (eV): -8.2008

Each line ends with the Mulliken charge.
Positions of all 12 atoms, in Å:
N (1.2923, -0.3137, 1.5103)  -0.4346
C (0.1638, -0.5673, 0.8377)  0.5117
N (-0.7139, -1.5057, 0.9225)  -0.7228
N (-1.7427, -1.2678, -0.0436)  -0.0297
C (-1.3801, -0.1840, -0.7962)  -0.5795
C (-0.0971, 0.2649, -0.3701)  0.2150
S (1.0432, 1.4950, -0.9986)  -0.2976
H (1.4201, -0.7294, 2.5309)  0.2730
H (1.7634, 0.5393, 1.3181)  0.1726
H (-2.3586, -2.1952, -0.2745)  0.3037
H (-1.9407, 0.3424, -1.5059)  0.4519
H (0.4544, 2.6520, -0.8445)  0.1364

=====

Entry 2:
This record from OMol25 describes a molecular structure, C20H17I2IrN10O5S. The level of theory is the ωB97M-V functional and the def2-TZVPD basis.

Summary:
LUMO (alpha / beta) (eV): -2.598 / -5.473
E_tot (hartree): -2793.6763
ΔE to the lowest compared entry with this formula, charge and spin (kcal per mole): 0.0
Net charge: +1
2S+1: 6
Frontier orbital gap (alpha / beta) (eV): 8.4 / 6.2
HOMO (alpha / beta) (eV): -11.0319 / -11.6912

Each line ends with the Mulliken spin population.
Positions of all 56 atoms, in Å:
Ir (-0.5690, -0.4914, -0.1021)  2.8330
I (2.7268, 5.7843, -0.2242)  0.0819
C (1.6933, 4.2733, 0.6938)  0.2834
C (0.4424, 4.5276, 1.2736)  -0.0593
C (-0.2855, 3.4969, 1.7952)  0.1546
I (-2.1423, 3.8211, 2.6310)  0.0324
C (0.1840, 2.1199, 1.7137)  0.1449
O (-0.5675, 1.1698, 2.0157)  0.2912
C (1.5385, 1.9165, 1.2091)  0.1417
C (2.2077, 0.5637, 1.2506)  -0.0142
N (1.2634, -0.5612, 1.3188)  0.1751
C (1.9053, -1.8712, 1.2973)  0.0032
C (0.8388, -2.9289, 1.4218)  0.0158
C (1.1267, -4.2249, 1.8113)  0.0067
C (0.0894, -5.1389, 1.8951)  -0.0003
C (-1.2004, -4.7278, 1.5961)  0.0033
C (-1.4068, -3.4157, 1.2162)  -0.0082
N (-0.4033, -2.5358, 1.1347)  0.1102
C (2.2363, 2.9705, 0.7039)  -0.0196
H (0.0531, 5.5362, 1.2847)  0.0024
H (2.8825, 0.5172, 2.1141)  0.0086
H (2.8225, 0.4426, 0.3566)  0.0023
H (0.7340, -0.4640, 2.1832)  0.0025
H (2.6344, -1.9720, 2.1067)  0.0017
H (2.4493, -1.9774, 0.3548)  -0.0047
H (2.1441, -4.5078, 2.0479)  0.0004
H (0.2843, -6.1599, 2.1951)  0.0000
H (-2.0366, -5.4095, 1.6545)  0.0009
H (-2.3906, -3.0411, 0.9686)  0.0137
H (3.2250, 2.8156, 0.2865)  -0.0024
O (2.3252, 3.4272, -3.7775)  0.0017
C (2.8427, 2.2294, -3.9702)  -0.0015
O (3.7566, 2.0189, -4.7226)  0.0007
C (2.2770, 1.0888, -3.1760)  -0.0153
C (2.7752, -0.1888, -3.3026)  0.0056
N (2.1079, -0.9628, -2.4322)  0.0203
N (1.1993, -0.2700, -1.7371)  0.1035
C (1.2748, 0.9783, -2.1900)  0.0132
C (0.2818, 1.9804, -1.6805)  -0.0061
O (0.3604, 3.1485, -2.0373)  0.0203
O (-0.6150, 1.5251, -0.8808)  0.1337
H (1.5739, 3.4099, -3.1301)  0.0023
H (3.5454, -0.5665, -3.9544)  0.0011
H (2.1700, -1.9616, -2.3185)  -0.0039
N (-5.9238, -0.9533, 1.0913)  0.0030
N (-4.7379, -0.3312, 0.7502)  0.0092
N (-4.6823, 0.9289, 0.3805)  0.0030
C (-3.3811, 1.1006, 0.2139)  0.0036
N (-2.7192, -0.0389, 0.4573)  0.0957
N (-3.6033, -0.9412, 0.8312)  -0.0004
H (-6.6725, -0.3625, 0.7428)  0.0001
H (-5.9561, -1.8473, 0.6087)  0.0001
H (-2.9113, 2.0126, -0.1103)  0.0052
S (-3.9481, -2.3174, -2.3475)  0.1925
C (-2.4698, -1.9484, -1.9196)  0.0594
N (-1.3493, -1.6863, -1.5931)  0.1518

=====

Entry 3:
This record from OMol25 describes a molecular structure, C32H38BI2N4PRh in a non-equilibrium geometry. The level of theory is the ωB97M-V functional and the def2-TZVPD basis.

Summary:
LUMO (alpha / beta) (eV): -6.319 / -6.283
E_tot (hartree): -2533.0860
ΔE to the lowest compared entry with this formula, charge and spin (kcal per mole): 77.0
Net charge: +1
Frontier orbital gap (alpha / beta) (eV): 4.4 / 4.5
HOMO (alpha / beta) (eV): -10.7562 / -10.7564

Each line ends with the Mulliken charge.
Positions of all 79 atoms, in Å:
Rh (-1.2043, 0.5913, -0.1234)  -0.4725
C (2.7965, -2.4449, 1.8422)  -1.0273
C (3.9409, -1.5688, 2.2750)  1.5912
C (4.8982, -2.0371, 3.1705)  -0.8489
C (5.9804, -1.2588, 3.5481)  -0.6738
C (6.1293, 0.0198, 3.0329)  -0.6393
C (5.1936, 0.5087, 2.1393)  -0.7743
C (4.1057, -0.2739, 1.7657)  -0.2395
N (3.2248, 0.2334, 0.7664)  0.3654
C (1.8786, 0.3881, 0.8651)  -0.1414
N (1.4101, 0.3792, 2.1272)  0.1758
C (0.1174, 0.3970, 2.6501)  0.7471
C (-1.0510, 0.3514, 1.9003)  0.4175
C (-2.2778, 0.2902, 2.5467)  0.2110
C (-2.3652, 0.3271, 3.9247)  -1.1521
C (-1.2018, 0.4219, 4.6704)  -0.9369
C (0.0374, 0.4409, 4.0584)  0.9902
C (1.2847, 0.4927, 4.9017)  -1.5740
N (1.1404, 0.6013, -0.1843)  1.1077
C (1.7143, 0.4273, -1.4637)  -2.0715
C (1.7643, -0.8506, -2.0242)  0.2120
C (2.2162, -1.0273, -3.3209)  -1.1751
C (2.6304, 0.0725, -4.0605)  -0.7427
C (2.6023, 1.3393, -3.4958)  -0.4850
C (2.1564, 1.5428, -2.1932)  1.6027
C (2.1440, 2.9012, -1.5512)  -1.3469
H (3.0483, -3.4940, 1.9802)  0.5481
H (2.5586, -2.2824, 0.7908)  0.0084
H (1.8937, -2.2407, 2.4221)  0.2180
H (4.8038, -3.0444, 3.5556)  0.4506
H (6.7151, -1.6548, 4.2357)  0.4108
H (6.9741, 0.6302, 3.3202)  0.4078
H (5.3022, 1.4989, 1.7149)  0.4906
H (3.6379, 0.4550, -0.1255)  0.2879
H (2.1413, 0.3121, 2.8193)  -0.1612
H (-3.1856, 0.2281, 1.9632)  -0.1896
H (-3.3283, 0.2968, 4.4148)  0.4666
H (-1.2507, 0.4748, 5.7498)  0.4023
H (1.0086, 0.5463, 5.9518)  0.4127
H (1.8962, 1.3710, 4.6805)  0.3830
H (1.8954, -0.4059, 4.7721)  0.3271
H (1.4080, -1.6918, -1.4426)  0.4494
H (2.2463, -2.0201, -3.7488)  0.4895
H (2.9690, -0.0575, -5.0794)  0.4376
H (2.9302, 2.1937, -4.0768)  0.4995
H (2.2064, 3.6965, -2.2935)  0.4349
H (2.9912, 3.0117, -0.8703)  0.3196
H (1.2377, 3.0281, -0.9554)  0.1838
I (-0.9321, 0.9640, -3.0771)  0.4406
C (-0.8875, 2.9684, -3.1986)  -0.5554
I (-1.7560, 3.1025, 0.1254)  -0.2595
H (-1.7916, 3.5236, -2.9935)  0.4730
H (-0.0095, 3.4200, -3.6406)  0.3907
C (-5.2142, 0.6684, 0.3129)  -1.4274
P (-3.7858, -0.0739, -0.5577)  1.6333
C (-4.2241, -1.8464, -0.4672)  -1.5006
C (-4.1272, 0.3606, -2.2900)  0.3412
C (-4.2924, 1.7093, -2.6128)  -0.5687
C (-4.3785, 2.1084, -3.9376)  -0.7694
C (-4.2747, 1.1678, -4.9551)  -0.4403
C (-4.1136, -0.1736, -4.6426)  -0.7231
C (-4.0382, -0.5781, -3.3152)  -0.4302
H (-5.1595, 1.7557, 0.3318)  0.4130
H (-5.2372, 0.3077, 1.3411)  0.5298
H (-6.1253, 0.3581, -0.1975)  0.4547
H (-5.2388, -1.9846, -0.8397)  0.4746
H (-4.1614, -2.1778, 0.5692)  0.4048
H (-3.5303, -2.4469, -1.0524)  0.3268
H (-4.3453, 2.4482, -1.8218)  0.3836
H (-4.5244, 3.1543, -4.1769)  0.4728
H (-4.3132, 1.4799, -5.9901)  0.4163
H (-4.0426, -0.9108, -5.4311)  0.4272
H (-3.8965, -1.6276, -3.0931)  0.3053
B (-0.7788, -3.9789, -0.3125)  0.7312
C (-0.9267, -2.4557, -0.3393)  -0.2598
N (-1.0050, -1.3008, -0.3235)  -0.6727
H (-1.8104, -4.4470, 0.0953)  -0.1390
H (-0.6175, -4.3860, -1.4361)  -0.1220
H (0.1729, -4.2249, 0.3800)  -0.1479

=====

Entry 4:
This record from OMol25 describes a molecular structure, C19H20BBr26FN2O2S in a non-equilibrium geometry. The level of theory is the ωB97M-V functional and the def2-TZVPD basis.

Summary:
LUMO (eV): -0.777
E_tot (hartree): -68443.2527
Frontier orbital gap (eV): 8.4
HOMO (eV): -9.1867

Each line ends with the Mulliken charge.
Positions of all 72 atoms, in Å:
C (-5.3149, -3.6659, 3.3607)  -0.9943
C (-3.9253, -3.0525, 3.5506)  -0.1146
O (-3.8017, -2.6539, 4.9247)  -0.5246
B (-2.6679, -2.0097, 5.3150)  0.7712
O (-2.2936, -2.1618, 6.6322)  -0.4982
C (-1.7796, -1.0679, 4.3891)  -0.1358
C (-2.2774, -0.1153, 3.5641)  -0.6908
C (-1.4782, 0.7428, 2.7831)  -0.0033
F (-2.1818, 1.6418, 2.0792)  -0.3362
C (-0.1155, 0.7120, 2.7521)  -0.5757
C (0.6686, 1.7057, 1.8917)  0.0875
Br (2.5703, 1.3590, 1.7206)  -0.1065
C (0.0328, 1.8775, 0.4625)  -0.1034
C (0.9383, 1.7265, -0.7420)  -1.7939
Br (-0.6987, 3.7135, 0.3420)  -0.1608
C (0.4445, -0.2861, 3.6231)  1.2177
N (1.7439, -0.5093, 3.8254)  -0.4365
S (1.9083, -1.6932, 4.8643)  0.1176
N (0.3532, -2.0212, 5.1723)  -0.5912
C (-0.3470, -1.1742, 4.4349)  0.3600
H (-5.2815, -4.5702, 2.7626)  0.3647
H (-6.0329, -2.9454, 2.9855)  0.2964
H (-5.6612, -3.9672, 4.3478)  0.1934
H (-3.1836, -3.8048, 3.3005)  0.2290
H (-3.8331, -2.1965, 2.8899)  0.2375
H (-2.0563, -1.2900, 6.9662)  0.3103
H (-3.3485, 0.0210, 3.5106)  0.5948
H (0.5911, 2.6720, 2.3717)  0.5167
H (-0.8208, 1.2325, 0.3213)  0.4447
H (1.3630, 0.7304, -0.8302)  0.4890
H (0.3124, 1.8603, -1.6241)  0.4735
H (1.6964, 2.4952, -0.8080)  0.4365
C (2.7345, -0.1474, -4.2047)  -0.3564
Br (3.0429, -1.9159, -3.5172)  -0.0481
Br (0.8703, 0.3177, -4.1624)  -0.0283
Br (3.8139, 1.1476, -3.2723)  -0.0087
H (3.0420, -0.1397, -5.2404)  0.4452
C (5.1582, -1.5205, -0.3420)  0.0270
Br (5.4577, 0.1227, 0.6135)  0.0006
Br (6.6575, -2.7177, -0.2142)  0.0817
Br (3.5243, -2.3704, 0.2119)  -0.0713
H (5.0424, -1.2659, -1.3882)  -0.0594
C (9.6945, -5.3557, -0.0961)  -0.2038
Br (10.0090, -3.7061, 0.8504)  -0.0460
Br (11.2012, -6.5436, 0.0374)  -0.0507
Br (8.0669, -6.2032, 0.4781)  -0.0092
H (9.5757, -5.1048, -1.1407)  0.2661
C (-9.5161, -4.2757, 4.0402)  -0.3122
Br (-11.1042, -5.3456, 4.2324)  -0.0358
Br (-8.1080, -4.8881, 5.2023)  0.0116
Br (-8.9526, -4.1824, 2.2022)  -0.0444
H (-9.7693, -3.2721, 4.3481)  0.3798
C (1.1490, 4.0172, -6.3073)  -0.2563
Br (-0.5957, 3.4324, -5.7569)  0.0238
Br (2.3276, 4.2615, -4.8059)  -0.0017
Br (1.9146, 2.8363, -7.6228)  -0.0490
H (1.0252, 4.9833, -6.7764)  0.2745
C (-2.1121, 7.3368, -5.1992)  -0.3818
Br (-3.7050, 6.2566, -5.2040)  0.0841
Br (-0.7972, 6.6484, -3.9792)  0.0183
Br (-1.3869, 7.5424, -6.9733)  -0.0297
H (-2.3908, 8.3207, -4.8521)  0.3436
C (9.3916, -0.9527, -2.5159)  -0.1671
Br (9.4022, -2.5006, -3.6623)  -0.0177
Br (10.7386, 0.3224, -3.0212)  -0.0318
Br (7.6479, -0.1493, -2.4250)  0.0695
H (9.6325, -1.2982, -1.5195)  0.1468
C (-7.6053, 4.5411, -3.7267)  -0.2989
Br (-6.4353, 3.9944, -5.1552)  -0.0525
Br (-7.4541, 6.4254, -3.3722)  -0.0254
Br (-9.4259, 4.0224, -4.0670)  -0.0298
H (-7.2850, 4.0210, -2.8361)  0.3689

=====

Entry 5:
This record from OMol25 describes 2 unconnected molecules or ions with the total composition C4H11N3O2 in a non-equilibrium geometry. The level of theory is the ωB97M-V functional and the def2-TZVPD basis.

Summary:
LUMO (eV): 0.836
E_tot (hartree): -473.7960
ΔE to the lowest compared entry with this formula, charge and spin (kcal per mole): 4.3
Frontier orbital gap (eV): 9.7
SMILES: CN=C(N)N.CC(=O)O
HOMO (eV): -8.8587

Each line ends with the Mulliken charge.
Positions of all 20 atoms, in Å:
C (-1.8027, -1.2858, 0.5915)  -1.2241
N (-0.6924, -0.3876, 0.8562)  -0.4870
C (0.2053, -0.7507, 1.6963)  0.4739
N (0.0089, -1.7029, 2.6496)  -0.4124
N (1.4481, -0.1936, 1.6329)  -0.3858
H (-2.4804, -1.5354, 1.4151)  0.3792
H (-1.4477, -2.1544, 0.0439)  0.3912
H (-2.4747, -0.7944, -0.1194)  0.3032
H (-0.6851, -2.4230, 2.5299)  0.2028
H (0.7292, -1.9367, 3.3125)  0.1840
H (1.5215, 0.5825, 0.9839)  0.2745
H (1.9772, -0.0237, 2.4736)  0.2459
C (0.6941, 1.9774, -3.0812)  -1.0877
C (0.5885, 1.4943, -1.6680)  0.7822
O (1.4478, 1.5371, -0.8202)  -0.6468
O (-0.5586, 0.8295, -1.5025)  -0.4984
H (1.1812, 1.2006, -3.6721)  0.2495
H (1.2859, 2.8655, -3.2464)  0.3409
H (-0.2772, 2.1357, -3.5436)  0.3126
H (-0.6688, 0.5656, -0.5319)  0.6024

=====

Entry 6:
This record from OMol25 describes 2 unconnected molecules or ions with the total composition C12H30N4O. The level of theory is the ωB97M-V functional and the def2-TZVPD basis.

Summary:
LUMO (eV): -0.488
E_tot (hartree): -769.2718
Frontier orbital gap (eV): 3.8
HOMO (eV): -4.2679

Each line ends with the Mulliken charge.
Positions of all 47 atoms, in Å:
N (5.0198, -3.7093, -1.2450)  -0.6715
C (3.8113, -3.3588, -1.9755)  -0.6020
C (3.0963, -2.0526, -1.5435)  -0.7009
C (1.6819, -2.2671, -1.0413)  -0.2789
N (0.7661, -2.8181, -2.0944)  0.1451
N (-0.2887, -3.7016, -1.6589)  -0.7739
H (5.6252, -2.8986, -1.1732)  0.2612
H (4.7896, -3.9718, -0.2931)  0.2467
H (3.1106, -4.1958, -1.8623)  0.3393
H (4.0596, -3.2849, -3.0356)  0.3407
H (3.6316, -1.6079, -0.7054)  0.4461
H (3.0857, -1.3197, -2.3521)  0.3804
H (1.2175, -1.3279, -0.7410)  0.1098
H (1.6823, -2.9281, -0.1751)  0.2778
H (0.3171, -2.0422, -2.5914)  0.4388
H (1.3050, -3.3457, -2.7823)  0.3958
H (0.1529, -4.5931, -1.4530)  0.3102
H (-0.6353, -3.3227, -0.7781)  0.3490
C (-1.5615, 3.5783, -0.6803)  -1.7318
C (-0.8329, 2.8364, 0.4552)  1.5793
C (-1.4705, 3.2340, 1.7944)  -1.3220
C (-2.8583, 2.6337, 2.0453)  -0.6512
C (-3.0502, 1.2748, 1.3539)  -1.4283
C (-1.7415, 0.5457, 1.0380)  1.8982
N (-0.9326, 1.3927, 0.1840)  0.1704
O (0.2745, 0.7784, -0.1614)  -0.8370
C (-2.0992, -0.7091, 0.2328)  -1.4582
C (-1.0533, 0.0831, 2.3392)  -1.6434
C (0.6158, 3.3129, 0.4791)  -1.9056
H (-1.1002, 3.3177, -1.6342)  0.3896
H (-1.5097, 4.6658, -0.5544)  0.3555
H (-2.6131, 3.2886, -0.7226)  0.3577
H (-0.7999, 2.9276, 2.6005)  0.3157
H (-1.5179, 4.3255, 1.8539)  0.5664
H (-2.9996, 2.5213, 3.1233)  0.3409
H (-3.6383, 3.3231, 1.7143)  0.3577
H (-3.6851, 0.6343, 1.9737)  0.5280
H (-3.5890, 1.4110, 0.4115)  0.3276
H (-2.5232, -0.4226, -0.7312)  0.4591
H (-2.8287, -1.3219, 0.7733)  0.4697
H (-1.1988, -1.3057, 0.0567)  -0.2851
H (-1.7116, -0.5790, 2.9115)  0.3845
H (-0.7834, 0.9195, 2.9824)  0.3481
H (-0.1403, -0.4610, 2.0935)  0.2434
H (0.6311, 4.3942, 0.6524)  0.4038
H (1.1126, 3.1012, -0.4644)  0.3578
H (1.1776, 2.8232, 1.2744)  0.3956

=====

> What is the E_tot in the second record?

-2793.6763 hartree

=====

> What is the E_tot in the third record?

-2533.0860 hartree

=====

> Which of these has the lowest E_tot?

C19H20BBr26FN2O2S

=====

> Which value of E_tot does entry 2 give?

-2793.6763 hartree